No. 1
Molecular formula: C3H3NO
Method: DFT, ωB97M-V with the def2-TZVPD basis set

Positions of all 8 atoms, in Å:
O 1.91 0.41 0.53
N -2.61 -0.40 -0.11
C -0.07 -0.06 -0.49
C 0.77 0.04 0.69
C -1.48 -0.27 -0.29
H 0.51 -0.06 1.74
H 0.60 1.01 -0.80
H 0.39 -0.71 -1.23

Results
Energy above the lowest of the compared OMol25 structures with the same formula, charge and spin = 166.3 kJ/mol
Structure (SMILES) = N#CCC=O
HOMO-LUMO gap = 11.0 eV
LUMO level = 0.176 eV
Charge = 0

No. 2
Molecular formula: C31H39Br4N4OSSeSiW
Method: DFT, ωB97M-V with the def2-TZVPD basis set

Positions of all 83 atoms, in Å:
W 0.52 0.28 -0.38
Br 1.03 -1.59 -1.96
Br 2.11 1.09 -4.53
Br -1.10 2.87 -4.44
Br -1.48 7.04 -0.69
Se -1.86 -0.35 -0.12
S -0.33 0.24 2.71
Si 2.59 -1.57 1.54
O 0.03 1.32 -1.90
N 2.20 -0.10 0.54
N -1.72 -0.68 4.79
N 0.50 2.26 0.43
N -1.95 -1.87 2.85
C 4.10 2.49 -1.34
C -3.28 -3.38 -2.67
C 5.38 1.87 0.59
C -4.90 -3.44 -4.58
C 3.26 0.78 0.17
C 3.58 -0.02 -4.33
C -4.10 -2.70 -3.56
C 0.10 4.92 1.17
C 1.12 -2.72 1.47
C -1.41 -0.83 3.50
C -3.59 0.87 -2.41
C -0.11 3.14 -0.42
C -0.37 4.47 -0.09
C 0.99 2.73 1.58
C 3.15 1.55 -0.99
C -1.24 0.37 5.67
C -2.54 -2.73 -1.69
C 4.01 -2.44 0.71
C -1.26 4.76 -2.32
C -1.72 -3.57 -0.76
C 5.22 2.66 -0.54
C 4.41 0.94 0.95
C -0.36 2.61 -1.71
C -1.01 5.26 -1.08
C -0.90 3.44 -2.67
C -3.46 -0.62 -2.48
C -4.17 -1.32 -3.45
C 0.81 4.06 1.97
C 2.91 -1.12 3.33
C -2.63 -1.33 -1.61
C -2.92 -2.79 3.41
H 3.48 -0.21 3.48
H 2.35 1.38 -1.70
H 1.32 -3.55 0.78
H 4.95 -1.91 0.71
H -5.43 -2.76 -5.24
H -1.28 -4.41 -1.30
H 3.97 3.07 -2.24
H -1.89 -1.80 1.84
H 0.20 -2.23 1.15
H -4.80 -0.76 -4.13
H -5.63 -4.10 -4.10
H -3.06 -3.60 2.70
H 6.26 1.97 1.20
H 4.52 0.43 -4.07
H -3.92 1.20 -1.43
H 4.56 0.34 1.83
H -3.20 -4.46 -2.74
H 1.54 2.03 2.20
H -2.64 1.33 -2.61
H -0.85 -0.08 6.58
H 0.93 -3.14 2.46
H 5.98 3.38 -0.81
H 3.47 -1.04 -4.65
H 3.74 -2.67 -0.33
H -2.34 -3.99 0.04
H -2.54 -3.22 4.34
H -0.08 5.94 1.47
H -0.91 -3.01 -0.30
H -3.88 -2.31 3.59
H -2.05 1.06 5.92
H -1.72 5.38 -3.08
H -2.45 -1.27 5.16
H -4.31 1.22 -3.15
H 3.46 -1.94 3.80
H 1.96 -1.00 3.84
H -4.25 -4.07 -5.20
H 4.16 -3.39 1.23
H -0.45 0.92 5.17
H 1.22 4.39 2.92

Results
Energy above the lowest of the compared OMol25 structures with the same formula, charge and spin = 109.6 kJ/mol
<S²> = 2.022
Spin multiplicity = 3
HOMO-LUMO gap (alpha / beta) = 6.0 / 6.5 eV
LUMO level (alpha / beta) = -4.025 / -4.066 eV
Charge = +1